[1]
Density functional theory data (ωB97M-V with the def2-TZVPD basis set) for a molecular structure, C34H42N7OP2Tc.

Results
Total charge: +3
2S+1: 4
HOMO level (spin up / spin down), eV: -15.11 / -15.11
⟨S²⟩: 3.779
Relative energy (zero: lowest compared OMol25 entry of this formula, charge and spin), kcal per mole: 0.0
Frontier orbital gap (spin up / spin down), Eh: 0.2218 / 0.1514

Structure (XYZ):
```
87
C34H42N7OP2Tc | OMol25 | ωB97M-V with the def2-TZVPD basis set
Tc -0.97288 0.68998 0.20632
C 0.99201 -1.19153 3.58693
C 0.17200 -2.23910 4.01240
C -1.01795 -2.43706 3.36197
C -1.40783 -1.59841 2.30449
N -0.62362 -0.56947 1.90999
C 0.56177 -0.41077 2.54894
N -2.62873 -1.89338 1.75581
C -3.12221 -1.40511 0.68556
N -2.55610 -0.48020 -0.21100
C -3.55499 -0.13082 -1.13819
N -3.50793 0.72562 -2.08706
C -2.38289 1.39677 -2.49396
C -2.47150 2.00673 -3.75411
C -1.36964 2.59496 -4.32125
C -0.15838 2.54948 -3.62611
C -0.14167 1.97119 -2.38660
N -1.23585 1.44575 -1.77865
C -4.75825 -0.91722 -0.85521
C -5.98242 -0.95426 -1.49808
C -6.93173 -1.83295 -0.98879
C -6.65531 -2.64011 0.11657
C -5.42081 -2.59595 0.75508
C -4.48448 -1.71736 0.24222
H 1.94185 -0.98362 4.05870
H 0.46622 -2.87899 4.83340
H -1.70073 -3.22808 3.63522
H 1.17718 0.39622 2.19118
H -3.42632 1.96349 -4.25726
H -1.43264 3.05892 -5.29646
H 0.75125 2.95734 -4.04342
H 0.77896 1.90459 -1.82720
H -6.18790 -0.33003 -2.35672
H -7.90459 -1.89656 -1.45702
H -7.41988 -3.31260 0.48124
H -5.20065 -3.21849 1.61120
C -3.79648 1.22477 2.41615
P -2.64244 2.07848 1.31781
C -3.69050 3.07552 0.22579
C -1.79900 3.30592 2.37018
C -0.72825 4.01562 1.54752
P 0.48963 2.80752 0.90516
C 1.67993 2.70394 2.28658
C 1.44134 3.79124 -0.29490
H -4.38280 1.96815 2.95894
H -3.26202 0.60051 3.13154
H -4.48022 0.59937 1.84158
H -4.28680 3.76090 0.83059
H -4.36112 2.43244 -0.34253
H -3.09013 3.65048 -0.47929
H -1.36436 2.78236 3.22682
H -2.53430 4.01074 2.76387
H -0.19854 4.76756 2.13572
H -1.17230 4.53565 0.69483
H 2.06819 3.70632 2.47159
H 2.52362 2.05719 2.04051
H 1.20639 2.34186 3.19845
H 1.82424 4.67456 0.21846
H 0.81641 4.11445 -1.12509
H 2.29013 3.22540 -0.68159
C 7.34652 -1.29478 -0.08636
C 6.58922 -1.68030 -1.37774
N 5.21545 -2.10327 -1.15401
C 4.91785 -3.52271 -1.05006
C 5.72051 -4.21651 0.06187
C 4.23736 -1.08241 -0.96220
O 4.60734 0.00424 -0.59786
C 2.79937 -1.35477 -1.26020
C 2.34259 -2.17991 -2.28291
C 0.98322 -2.22449 -2.54030
C 0.13200 -1.43808 -1.78688
N 0.56571 -0.62017 -0.81215
C 1.87485 -0.58727 -0.56054
H 8.36129 -1.03706 -0.38644
H 7.39395 -2.12421 0.61352
H 6.88681 -0.43213 0.38539
H 7.09349 -2.50798 -1.87537
H 6.55887 -0.81161 -2.03644
H 5.18555 -3.97723 -2.01119
H 3.85354 -3.64715 -0.87688
H 6.78613 -4.22809 -0.15388
H 5.37680 -5.24872 0.11002
H 5.54614 -3.74430 1.02727
H 3.02572 -2.76008 -2.89024
H 0.58221 -2.84992 -3.32511
H -0.93532 -1.44686 -1.96412
H 2.21886 0.08585 0.21400
```



[2]
Density functional theory data (ωB97M-V with the def2-TZVPD basis set) for a molecular structure, C11H16ClO2PTc.

Results
Total charge: +2
2S+1: 4
HOMO level (spin up / spin down), eV: -14.97 / -17.74
⟨S²⟩: 3.782
Relative energy (zero: lowest compared OMol25 entry of this formula, charge and spin), kcal per mole: 0.0
Frontier orbital gap (spin up / spin down), Eh: 0.2374 / 0.2418

Structure (XYZ):
```
32
C11H16ClO2PTc | OMol25 | ωB97M-V with the def2-TZVPD basis set
Cl -1.53405 -0.47978 -2.28425
C -0.51495 1.95409 1.10821
C -0.36744 0.83548 1.98746
C -1.36272 -0.13838 1.64949
H 0.35290 0.79290 2.79962
C -2.25980 0.40421 0.67617
C -1.66814 1.67806 0.26826
H -2.14346 2.41880 -0.37175
H 0.14562 2.83338 1.11198
H -1.52309 -1.09222 2.13104
C -3.39585 -0.32384 0.03253
Tc -0.13689 0.15734 -0.37758
C 0.18185 -1.77522 -0.11909
O 0.48577 -2.89595 -0.01212
C 0.69297 0.60767 -2.11876
O 1.21239 0.78524 -3.14521
H -3.33791 -1.40179 0.24494
H -3.27992 -0.22959 -1.03911
H -4.38206 0.11653 0.22381
C 3.34434 -0.51694 -0.94038
P 2.26227 0.48186 0.23826
C 2.98719 0.03506 1.83265
C 2.85981 2.17140 -0.06824
H 3.15469 -1.58332 -0.75531
H 4.41835 -0.30975 -0.79667
H 3.07417 -0.28679 -1.97899
H 4.05346 0.30826 1.82500
H 2.46892 0.53299 2.65777
H 2.89765 -1.05080 1.94425
H 3.92410 2.24104 0.19151
H 2.74522 2.39230 -1.13457
H 2.28351 2.90296 0.50772
```



[3]
Density functional theory data (ωB97M-V with the def2-TZVPD basis set) for 3 unconnected molecules or ions with the total composition C25H30FN4O4.

Results
Total charge: +1
HOMO level, eV: -11.72
Frontier orbital gap, Eh: 0.3061

Structure (XYZ):
```
64
C25H30FN4O4 | OMol25 | ωB97M-V with the def2-TZVPD basis set
F -1.41963 1.22309 1.65160
C -1.44063 1.38708 0.28360
C -0.39002 0.51386 -0.37195
C -0.48424 -0.93714 0.10937
C 0.79432 -1.76561 -0.04463
C 1.85083 -1.42727 1.00128
C 1.71364 -0.41276 1.94145
C 2.73659 -0.12682 2.85135
C 3.91717 -0.86664 2.83718
C 4.05703 -1.89628 1.91711
C 3.03759 -2.17616 1.01006
C 1.38140 -1.46673 -1.46214
N 1.96969 -2.66181 -2.16492
C 1.15555 -3.93698 -2.07136
C -0.04310 -3.71685 -1.17155
N 0.40656 -3.17562 0.11482
H -2.43198 1.16455 -0.10942
H -1.23501 2.43516 0.07760
H 0.58372 0.95338 -0.16606
H -0.54663 0.59086 -1.44600
H -0.75482 -0.97892 1.15842
H -1.29983 -1.41076 -0.43274
H 0.80936 0.16739 2.00609
H 2.58896 0.67268 3.55787
H 4.68977 -0.62447 3.54852
H 4.96052 -2.48536 1.91926
H 3.19947 -3.00444 0.32970
H 2.18433 -0.74647 -1.35555
H 0.65923 -1.03320 -2.13519
H 2.93020 -2.82383 -1.87239
H 2.03263 -2.41547 -3.15226
H 0.87882 -4.27799 -3.06323
H 1.79281 -4.69339 -1.62585
H -0.75584 -3.04467 -1.63939
H -0.53942 -4.67470 -1.04741
H 1.21163 -3.73175 0.38353
C -6.12043 -1.72669 -3.44717
C -5.67282 -1.99916 -4.73341
C -4.32255 -1.92132 -5.03092
C -3.44067 -1.57102 -4.02389
C -3.86751 -1.29112 -2.73649
C -5.21946 -1.37066 -2.45097
N -2.00953 -1.50181 -4.33287
O -1.65219 -1.72982 -5.46332
O -1.23771 -1.21919 -3.42171
H -7.17581 -1.79148 -3.21967
H -6.37657 -2.27332 -5.50639
H -3.96790 -2.12969 -6.02931
H -3.16180 -1.01317 -1.96760
H -5.57174 -1.15535 -1.45190
C 0.63215 4.59698 2.16169
C 1.41686 5.74087 2.10213
C 1.97842 6.25472 3.26043
C 1.74223 5.60755 4.45895
C 0.95775 4.47246 4.53928
C 0.39840 3.96616 3.37652
N 2.35288 6.14019 5.69011
O 3.02032 7.14810 5.59275
O 2.15309 5.53191 6.72106
H 0.19601 4.19303 1.25657
H 1.59423 6.23219 1.15553
H 2.59044 7.14362 3.22771
H 0.78385 3.99057 5.48977
H -0.22064 3.07949 3.41638
```



[4]
Density functional theory data (ωB97M-V with the def2-TZVPD basis set) for a single C2H6O2 molecule.

Results
Total charge: 0
HOMO level, eV: -7.73
Relative energy (zero: lowest compared OMol25 entry of this formula, charge and spin), kcal per mole: 100.6
Frontier orbital gap, Eh: 0.3013

Structure (XYZ):
```
10
C2H6O2 | OMol25 | ωB97M-V with the def2-TZVPD basis set
O 1.48050 1.31586 0.46067
C 0.33635 0.56282 0.61356
C -1.16669 -1.25133 -0.16014
O 0.03656 -0.12613 -0.63001
H 1.28034 2.07021 -0.10824
H 0.49074 -0.18217 1.39292
H -0.57326 1.13447 0.81390
H -0.74351 -2.10383 -0.72535
H -1.94334 -0.85141 -0.83603
H 0.83870 -0.60587 -0.89419
```



[5]
Density functional theory data (ωB97M-V with the def2-TZVPD basis set) for 7 unconnected molecules or ions with the total composition C20H40Br6O6.

Results
Total charge: 0
HOMO level, eV: -9.65
SMILES string: CCOC(C)=O.CCOC(C)=O.CC(C)=O.CC(C)=O.BrCCBr.BrCCBr.BrCCBr
Relative energy (zero: lowest compared OMol25 entry of this formula, charge and spin), kcal per mole: 14.3
Frontier orbital gap, Eh: 0.3614

Structure (XYZ):
```
72
C20H40Br6O6 | OMol25 | ωB97M-V with the def2-TZVPD basis set
C -3.39913 -2.51365 -10.77858
C -4.16921 -1.61288 -9.81753
O -3.88083 -2.03469 -8.48501
C -3.89049 -1.12320 -7.48441
C -3.21780 -1.64218 -6.28828
O -4.19181 0.05245 -7.56014
H -3.46936 -2.35941 -11.85532
H -3.64023 -3.54935 -10.53920
H -2.33909 -2.40206 -10.55063
H -3.92329 -0.56307 -9.97726
H -5.21935 -1.71728 -10.09033
H -3.98272 -1.82108 -5.53264
H -2.43351 -1.00592 -5.87820
H -2.85037 -2.64390 -6.51112
C 4.05410 0.80249 0.60408
C 2.48472 0.53655 0.72134
O 1.78708 1.78944 0.85911
C 1.78241 2.53406 1.93159
C 1.15594 3.87986 1.72754
O 2.24372 2.25676 3.05203
H 4.36699 0.75064 -0.43875
H 4.50285 -0.06907 1.08066
H 4.44174 1.69423 1.09664
H 2.10604 0.07505 -0.19066
H 2.22411 -0.06591 1.59154
H 0.60873 4.10545 2.64284
H 0.65596 3.99215 0.76551
H 1.86399 4.70820 1.75204
C -3.31752 -2.39772 2.75452
C -4.74989 -2.18487 2.28184
C -5.19089 -0.75583 2.09882
O -5.43552 -3.14707 1.93019
H -2.67771 -1.76588 2.13847
H -3.07291 -3.45260 2.63001
H -3.28920 -2.06828 3.79315
H -4.35147 -0.06182 2.14151
H -5.93108 -0.34157 2.78337
H -5.63391 -0.62808 1.11113
C 0.58434 3.88028 -6.76925
C 1.90674 3.85120 -6.06271
C 1.92398 3.36369 -4.61713
O 2.90396 4.21043 -6.65483
H 0.55517 3.39682 -7.74572
H 0.39265 4.94787 -6.87712
H -0.23063 3.41529 -6.21454
H 0.93556 3.61912 -4.23516
H 2.73459 3.87603 -4.09898
H 2.00855 2.27794 -4.57155
Br 3.47586 -6.08683 2.80487
C 4.68187 -7.67542 2.39662
C 4.50306 -7.97798 0.90131
Br 5.41877 -6.59246 -0.19360
H 4.33834 -8.52073 2.99290
H 5.67086 -7.36221 2.73112
H 3.49799 -8.15561 0.51871
H 5.00117 -8.91523 0.65322
Br -6.24013 5.34199 5.69709
C -5.21785 5.30988 7.42793
C -5.90293 6.31305 8.41186
Br -7.57914 5.34596 8.90136
H -4.15709 5.53947 7.32701
H -5.32380 4.28439 7.78183
H -6.05244 7.31556 8.01097
H -5.36434 6.48900 9.34302
Br 7.84312 -2.78270 6.71551
C 6.66509 -1.21985 7.23496
C 7.22200 -0.46588 8.50928
Br 6.08126 1.14306 8.73194
H 5.65083 -1.57791 7.41155
H 6.60593 -0.62865 6.32113
H 8.23121 -0.10223 8.31600
H 7.21436 -1.10730 9.39054
```



Question: What is the total charge in the first record?
Answer: +3